ORCA calculation (ωB97M-V/def2-TZVPD) on a molecular structure, C4H8BrO2PbS.

XYZ file:
```
17
C4H8BrO2PbS | OMol25 | ωB97M-V/def2-TZVPD
Pb -17.123 1.471 -0.242
Br -15.586 -0.187 1.622
C -14.654 -1.569 6.493
C -13.996 -2.950 6.931
C -14.694 -4.028 6.157
S -15.413 -3.255 4.718
O -16.892 -3.176 4.878
O -14.699 -3.764 3.486
C -14.713 -1.585 4.988
H -14.086 -0.742 6.920
H -15.630 -1.471 6.970
H -14.176 -3.077 7.998
H -12.928 -2.920 6.715
H -15.449 -4.680 6.597
H -13.963 -4.742 5.778
H -15.327 -0.970 4.330
H -13.712 -1.426 4.588
```

Results
E_tot, Ha: -3472.416445
Largest force on an atom, eV/Å: 3.41
Total charge: +1
LUMO energy, eV: -7.34
Kohn-Sham gap, eV: 4.82
Energy relative to the best compared isomer or geometry (same formula, charge and spin), kcal/mol: 47.49
Multiplicity: 1
HOMO, Eh: -0.447

Taken from the Löwdin analysis, the atomic charges in e are: Pb 1.20; Br -0.11; C -0.22; C -0.19; C -0.25; S 0.74; O -0.34; O -0.39; C -0.26; H 0.11; H 0.11; H 0.12; H 0.12; H 0.11; H 0.10; H 0.02; H 0.11

***

ORCA calculation (ωB97M-V/def2-TZVPD) on a molecular structure, C35H29N3O3PReS.

XYZ file:
```
73
C35H29N3O3PReS | OMol25 | ωB97M-V/def2-TZVPD
Re -0.461 -0.841 0.149
O -2.778 -2.593 -2.668
C -2.477 -1.708 -1.919
O -1.253 -1.460 -1.533
C -3.568 -0.798 -1.342
C -4.873 -1.250 -1.514
C -5.929 -0.558 -0.942
C -5.693 0.592 -0.206
C -4.405 1.086 -0.074
C -3.334 0.404 -0.658
P -1.672 1.133 -0.513
C -1.123 1.742 -2.127
C -0.144 2.744 -2.162
C 0.323 3.207 -3.377
C -0.166 2.675 -4.564
C -1.144 1.690 -4.531
C -1.618 1.216 -3.320
C -1.693 2.507 0.652
C -1.385 2.283 1.995
C -1.424 3.331 2.895
C -1.774 4.605 2.461
C -2.099 4.825 1.128
C -2.056 3.786 0.216
H -5.041 -2.157 -2.078
H -6.933 -0.938 -1.066
H -6.514 1.119 0.259
H -4.230 2.008 0.462
H 0.212 3.180 -1.239
H 1.063 3.993 -3.404
H 0.212 3.029 -5.512
H -1.546 1.296 -5.452
H -2.390 0.462 -3.316
H -1.117 1.290 2.329
H -1.181 3.161 3.932
H -1.791 5.426 3.161
H -2.389 5.810 0.799
H -2.314 3.958 -0.819
O -0.106 -0.657 2.124
S 0.532 -1.640 3.152
C 2.238 -1.067 3.169
C 3.120 -1.673 4.051
C 4.445 -1.264 4.046
C 4.848 -0.237 3.205
C 3.938 0.398 2.370
C 2.618 -0.021 2.343
C 0.699 -3.091 2.063
C 1.821 -3.899 2.039
C 1.839 -5.007 1.201
C 0.756 -5.296 0.386
C -0.380 -4.498 0.427
C -0.419 -3.392 1.273
H 2.788 -2.438 4.736
H 5.156 -1.744 4.702
H 5.877 0.086 3.212
H 4.252 1.227 1.753
H 1.882 0.481 1.725
H 2.667 -3.699 2.675
H 2.703 -5.653 1.203
H 0.785 -6.171 -0.247
H -1.239 -4.765 -0.174
H -1.371 -2.884 1.443
N 4.050 1.493 -1.986
C 3.351 0.398 -1.727
C 2.070 0.421 -1.092
N 1.404 -0.700 -0.863
C 1.944 -1.869 -1.223
C 3.210 -1.882 -1.819
N 3.874 -0.788 -2.049
H 3.721 2.419 -1.776
H 4.942 1.399 -2.454
H 1.619 1.358 -0.795
H 1.389 -2.786 -1.091
H 3.677 -2.812 -2.108
```

Results
E_tot, Ha: -2557.935495
Largest force on an atom, eV/Å: 5.03
Total charge: +3
LUMO energy (alpha / beta), eV: -11.70 / -11.27
Kohn-Sham gap (alpha / beta), eV: 5.43 / 5.84
<S²>: 0.762
Multiplicity: 2
HOMO (alpha / beta), Eh: -0.629 / -0.629

Taken from the Löwdin analysis, the atomic charges in e are: Re 1.54; O 0.19; C -0.55; O -0.18; C -0.15; C 0.03; C 0.01; C -0.01; C -0.04; C -0.28; P 1.04; C -0.34; C -0.12; C -0.05; C -0.02; C -0.02; C -0.05; C -0.37; C -0.09; C -0.04; C -0.01; C -0.03; C -0.08; H 0.14; H 0.13; H 0.13; H 0.11; H 0.10; H 0.12; H 0.13; H 0.13; H 0.11; H 0.07; H 0.12; H 0.13; H 0.13; H 0.12; O -0.68; S 1.24; C -0.38; C -0.08; C -0.01; C -0.02; C -0.04; C -0.08; C -0.37; C -0.03; C 0.00; C -0.02; C -0.03; C -0.17; H 0.13; H 0.13; H 0.13; H 0.12; H 0.08; H 0.11; H 0.14; H 0.13; H 0.13; H 0.11; N 0.20; C -0.33; C -0.04; N -0.10; C -0.08; C -0.05; N 0.18; H 0.13; H 0.14; H 0.10; H 0.11; H 0.14

***

ORCA calculation (ωB97M-V/def2-TZVPD) on 2 unconnected molecules or ions with the total composition C6H12N2O.

XYZ file:
```
21
C6H12N2O | OMol25 | ωB97M-V/def2-TZVPD
C 0.086 2.042 0.146
N 0.974 1.408 -0.843
C 2.024 0.575 -0.220
C 0.221 0.737 -1.814
C -1.078 0.870 -1.942
N -2.238 1.061 -2.226
H 0.549 2.806 0.682
H -0.850 2.610 -0.448
H -0.348 1.336 0.830
H 2.443 1.228 0.526
H 1.672 -0.404 0.301
H 2.838 0.315 -0.882
H 0.700 0.653 -2.751
H -2.969 0.353 -2.037
C -1.362 -2.768 0.936
C -0.081 -2.011 0.453
O -0.002 -1.555 -0.623
H -2.057 -2.131 1.618
H -1.940 -3.053 0.090
H -0.958 -3.580 1.564
H 0.789 -2.172 1.282
```

Results
Structure (SMILES): CN(C)C=C=N.CC=O
E_tot, Ha: -420.419917
Largest force on an atom, eV/Å: 4.54
LUMO energy, eV: 0.86
Kohn-Sham gap, eV: 8.07
Energy relative to the best compared isomer or geometry (same formula, charge and spin), kcal/mol: 102.90
Multiplicity: 1
HOMO, Eh: -0.265

Taken from the Löwdin analysis, the atomic charges in e are: C -0.09; N -0.23; C -0.08; C -0.20; C -0.23; N 0.14; H 0.05; H 0.15; H 0.07; H 0.07; H 0.07; H 0.08; H 0.12; H 0.08; C -0.05; C -0.34; O 0.04; H 0.11; H 0.05; H 0.07; H 0.15

***

ORCA calculation (ωB97M-V/def2-TZVPD) on a single C9H14N4 molecule.

XYZ file:
```
27
C9H14N4 | OMol25 | ωB97M-V/def2-TZVPD
C 0.026 -3.347 -2.751
N -0.527 -2.349 -1.781
N -1.788 -2.302 -1.401
C -1.807 -1.196 -0.708
C -0.423 -0.765 -0.479
C -0.014 0.511 0.283
C 0.599 1.661 -0.444
C 1.342 2.332 0.653
N 1.149 1.476 1.856
C -0.185 1.740 2.384
C -0.993 1.084 1.260
C 1.057 0.099 1.288
N 0.332 -1.464 -1.183
H 0.973 -3.820 -2.331
H -0.598 -4.117 -2.954
H 0.176 -2.821 -3.646
H -2.696 -0.834 -0.218
H 1.299 1.308 -1.218
H -0.026 2.145 -1.049
H 2.351 2.450 0.355
H 0.951 3.280 0.776
H -0.168 1.113 3.327
H -0.462 2.798 2.567
H -1.574 0.242 1.779
H -1.677 1.778 0.740
H 0.711 -0.680 2.001
H 1.972 -0.321 0.895
```

Results
Structure (SMILES): Cn1ncc(C23CCN(CC2)C3)n1
E_tot, Ha: -570.259428
Largest force on an atom, eV/Å: 6.81
LUMO energy, eV: 0.90
Kohn-Sham gap, eV: 9.36
Energy relative to the best compared isomer or geometry (same formula, charge and spin), kcal/mol: 65.33
Multiplicity: 1
HOMO, Eh: -0.311

Taken from the Löwdin analysis, the atomic charges in e are: C 0.01; N -0.23; N 0.10; C -0.08; C -0.24; C -0.41; C -0.12; C -0.15; N -0.13; C -0.17; C -0.14; C -0.10; N 0.17; H 0.11; H 0.04; H 0.06; H 0.10; H 0.13; H 0.08; H 0.11; H 0.10; H 0.13; H 0.13; H 0.14; H 0.13; H 0.14; H 0.12

***

ORCA calculation (ωB97M-V/def2-TZVPD) on a molecular structure, C26H22Br6N4O8.

XYZ file:
```
66
C26H22Br6N4O8 | OMol25 | ωB97M-V/def2-TZVPD
C -3.637 -4.428 -1.005
Br -4.864 -3.662 0.354
Br -4.390 -6.188 -1.558
Br -1.675 -4.609 -0.693
H -3.752 -3.745 -1.847
C -0.618 0.006 1.839
Br 0.295 1.211 0.659
Br -1.740 1.108 3.017
Br 0.739 -0.835 3.105
H -1.180 -0.770 1.319
C 5.690 -0.684 -3.786
C 5.038 -0.211 -2.611
C 5.282 1.065 -2.096
C 5.969 1.979 -2.827
C 6.701 1.539 -3.954
C 6.626 0.231 -4.312
N 6.100 3.413 -2.437
O 7.072 4.043 -2.779
O 5.202 3.907 -1.825
H 5.536 -1.669 -4.200
H 4.242 -0.866 -2.287
H 4.803 1.328 -1.164
H 7.343 2.139 -4.583
H 7.304 -0.072 -5.096
C -0.329 -6.426 4.539
C -0.302 -6.407 5.899
C -0.925 -7.424 6.581
C -1.635 -8.486 5.939
C -1.575 -8.591 4.573
C -0.960 -7.550 3.869
N -2.322 -9.559 6.791
O -2.042 -9.584 7.953
O -3.035 -10.355 6.300
H 0.034 -5.702 3.825
H 0.028 -5.526 6.430
H -0.982 -7.443 7.659
H -2.099 -9.386 4.064
H -1.019 -7.604 2.792
C -1.071 3.214 -6.661
C 0.091 2.605 -6.154
C -0.019 1.682 -5.140
C -1.210 1.290 -4.616
C -2.399 1.936 -5.144
C -2.292 2.896 -6.133
N -1.297 0.287 -3.597
O -0.373 -0.564 -3.497
O -2.356 0.275 -2.973
H -1.048 3.925 -7.474
H 0.989 2.850 -6.700
H 0.987 1.458 -4.817
H -3.338 1.614 -4.719
H -3.132 3.517 -6.408
C -0.321 6.922 1.744
C -1.168 6.067 1.036
C -2.427 5.725 1.634
C -2.813 6.130 2.965
C -1.928 6.972 3.605
C -0.711 7.375 3.022
N -4.112 5.572 3.510
O -4.222 5.544 4.738
O -5.094 5.369 2.739
H 0.644 7.153 1.317
H -0.946 5.486 0.153
H -3.106 5.205 0.975
H -2.212 7.269 4.604
H -0.036 8.040 3.540
```

Results
E_tot, Ha: -17268.480726
Largest force on an atom, eV/Å: 4.20
LUMO energy, eV: -1.08
Kohn-Sham gap, eV: 8.73
Energy relative to the best compared isomer or geometry (same formula, charge and spin), kcal/mol: 81.97
Multiplicity: 1
HOMO, Eh: -0.360

Taken from the Löwdin analysis, the atomic charges in e are: C -1.50; Br 0.52; Br 0.50; Br 0.51; H -0.04; C -1.50; Br 0.54; Br 0.51; Br 0.45; H -0.01; C -0.03; C -0.05; C -0.02; C -0.13; C -0.02; C -0.10; N -0.37; O 0.08; O 0.09; H 0.10; H 0.10; H 0.12; H 0.12; H 0.10; C -0.06; C -0.09; C -0.01; C -0.10; C -0.03; C -0.04; N -0.39; O 0.08; O 0.10; H 0.10; H 0.11; H 0.11; H 0.12; H 0.10; C -0.07; C -0.06; C -0.03; C -0.15; C 0.03; C -0.09; N -0.32; O 0.06; O 0.07; H 0.11; H 0.11; H 0.12; H 0.11; H 0.11; C -0.07; C -0.06; C 0.01; C -0.12; C -0.03; C -0.06; N -0.30; O 0.07; O 0.04; H 0.10; H 0.10; H 0.10; H 0.11; H 0.10

***

ORCA calculation (ωB97M-V/def2-TZVPD) on a single C2HNO3S molecule.

XYZ file:
```
8
C2HNO3S | OMol25 | ωB97M-V/def2-TZVPD
O 0.036 2.227 0.002
C 0.651 1.218 -0.010
N 0.193 -0.058 0.051
S 1.508 -1.189 -0.030
C 2.681 0.192 -0.036
O 3.848 0.069 0.078
O 2.002 1.307 -0.058
H -0.629 -0.473 0.465
```

Results
Structure (SMILES): O=c1[nH]sc(=O)o1
E_tot, Ha: -755.484975
Largest force on an atom, eV/Å: 2.62
LUMO energy, eV: -0.07
Kohn-Sham gap, eV: 9.77
Energy relative to the best compared isomer or geometry (same formula, charge and spin), kcal/mol: 2.02
Multiplicity: 1
HOMO, Eh: -0.361

Taken from the Löwdin analysis, the atomic charges in e are: O 0.16; C -0.64; N -0.18; S 1.04; C -0.76; O 0.11; O 0.14; H 0.12